DFT (the ωB97M-V functional and the def2-TZVPD basis) results for a 2-piece molecular cluster, CH4NOP overall.

## Properties
LUMO level (spin up / spin down): -0.02137 / -0.02134 hartree
Orbital gap (spin up / spin down): 8.9384 / 8.9384 eV
HOMO level (spin up / spin down): -9.5 / -9.5 eV
SMILES: C#[N+][O-].P
ΔE to the lowest compared entry with this formula, charge and spin: 550.5 kJ/mol

Element x y z (Å)
C (1.08724, -0.47487, -0.42729)
N (1.96979, -0.88589, 0.25943)
O (2.43049, -1.18541, 1.36462)
H (1.03328, -0.46370, -1.52033)
P (-1.85043, 0.35118, 0.39690)
H (-0.59611, 0.01560, -0.01303)
H (-2.73659, 1.02220, -0.59513)
H (-1.33767, 1.62089, 0.53482)

Atomic forces in eV per Å
C 2.060 -0.655 -2.282
N -1.067 -0.061 3.993
O 0.090 0.314 -2.636
H -0.317 0.208 0.654
P -2.831 1.056 1.161
H 0.533 -0.500 -1.627
H 1.248 -1.274 -0.170
H 0.283 0.912 0.907

***

DFT (the ωB97M-V functional and the def2-TZVPD basis) results for an isolated ion of composition C7H9O2 and charge -1.

## Properties
LUMO level: 0.14258 hartree
Orbital gap: 6.2940 eV
HOMO level: -2.4 eV
ΔE to the lowest compared entry with this formula, charge and spin: 162.3 kJ/mol
Total charge: -1

Element x y z (Å)
C (-2.20661, -0.58470, -0.20889)
C (-1.43949, -1.35174, 0.54296)
C (-1.68785, 0.56704, -0.87569)
C (-0.16954, 0.67545, -1.00755)
C (0.63742, -0.00230, 0.11393)
C (0.83680, 0.81413, 1.40250)
C (1.85589, -0.77990, -0.35134)
O (-1.35575, -2.31372, 1.24505)
O (-2.28283, 1.47238, -1.51230)
H (-3.28926, -0.66159, -0.23648)
H (0.05812, 0.02667, -2.01217)
H (0.02814, 1.75295, -1.11703)
H (1.65669, 1.59142, 1.49458)
H (0.97137, 0.20152, 2.34795)
H (-0.12205, 1.34580, 1.49595)
H (2.44813, -1.14898, 0.59849)
H (2.48822, -0.12749, -0.88268)
H (1.57260, -1.47695, -1.03728)

Atomic forces in eV per Å
C -1.786 2.244 -1.303
C 3.362 -0.747 1.043
C 0.674 1.552 -1.727
C 1.337 -2.139 -0.317
C -1.625 -0.745 0.446
C -0.535 -0.097 0.343
C 0.202 1.375 4.210
O -0.209 0.179 -0.026
O -0.522 -1.471 1.180
H -0.017 -0.372 0.137
H -0.408 1.877 2.034
H 0.173 -0.255 -0.442
H -0.423 -0.547 -0.681
H -0.246 0.282 -1.127
H 0.299 0.154 0.467
H -1.094 0.166 -2.039
H 1.406 1.167 -0.684
H -0.589 -2.622 -1.516